Below is a structure of composition C21H43N2P3RhSSe, with properties calculated with ωB97M-V/def2-TZVPD.

```
! wB97M-V def2-TZVPD RIJCOSX def2/J DEFGRID3
* xyz 3 5
C 1.979 2.419 -3.930
H -3.361 -0.430 2.483
H 1.019 3.879 -2.659
C 2.451 3.147 -6.203
C 1.746 3.193 3.409
C -1.458 -2.471 1.736
Se 2.349 1.221 -2.579
H 0.947 2.760 -0.668
H -1.998 -2.582 2.691
C -0.868 -0.962 -3.639
H 1.327 4.111 3.780
H -3.360 0.498 -3.107
H 1.043 -4.480 -0.977
H 2.725 -0.763 3.854
H 0.433 -0.539 3.226
N 2.704 1.228 3.140
H 0.202 0.397 -1.919
C 2.701 -2.229 -1.720
H 2.335 -2.061 -2.740
H 2.006 -3.619 1.221
H -0.496 -2.988 1.823
C 1.416 3.686 -3.652
H -3.565 -0.423 0.715
H 1.261 3.355 1.344
H -0.133 -0.208 -3.947
H 1.083 5.685 -4.364
H 3.072 -2.177 1.085
C 2.414 2.223 4.066
H -3.288 1.012 -1.404
H -0.374 -1.941 -3.607
H -2.178 1.733 -2.594
H -3.342 -2.003 -2.449
C 3.416 -0.002 3.454
C -0.063 2.362 -0.839
C -2.613 -1.904 -1.628
H -0.026 -3.520 -2.037
C -0.570 -0.143 3.043
H 2.722 1.119 -5.477
H -2.934 1.013 1.547
C 0.360 -3.615 -1.014
C 2.195 1.568 1.923
N 1.638 2.793 2.094
H -0.533 0.949 3.094
Rh 0.167 0.054 -0.367
P -1.466 -0.511 -1.971
H -0.467 -3.810 -0.321
C -0.896 2.027 0.229
H -1.705 -1.005 -4.358
P -1.207 -0.688 1.420
H 3.146 -3.234 -1.663
H -0.464 2.583 -1.832
H 2.763 2.124 5.077
H 3.457 -1.471 -1.480
H -2.056 -2.946 0.949
H 1.481 -2.040 1.876
H -0.562 2.234 1.245
C -2.932 -0.077 1.535
H -1.242 -0.509 3.829
H -2.082 -2.858 -1.536
S 2.442 0.615 0.540
C -2.686 0.812 -2.298
H 3.912 -0.390 2.554
H 4.167 0.234 4.219
C 1.997 4.441 -5.896
H -1.973 1.937 0.091
P 1.282 -2.091 -0.556
H 2.863 2.941 -7.187
H 2.048 5.240 -6.630
H -3.168 -1.712 -0.703
C 1.457 4.699 -4.613
C 2.390 2.126 -5.256
C 2.028 -2.528 1.061
*
```

Properties
Highest occupied orbital energy (alpha / beta), Ha: -0.5348 / -0.6166
⟨S²⟩: 6.04
E, a.u.: -4868.692917
Gap between HOMO and LUMO (alpha / beta), eV: 6.6581 / 4.9473

Charge distribution, Löwdin scheme, values in e: -0.592, 0.078, 0.086, -0.007, -0.020, -0.226, 1.105, 0.019, 0.080, -0.217, 0.141, 0.078, 0.076, 0.103, 0.030, -0.113, -0.081, -0.260, 0.039, 0.075, 0.035, -0.090, 0.040, 0.145, 0.028, 0.130, 0.040, 0.006, 0.053, 0.049, 0.046, 0.084, -0.005, -0.223, -0.216, 0.036, -0.214, 0.117, 0.044, -0.242, -0.673, 0.085, 0.046, 0.196, 0.729, 0.026, -0.173, 0.081, 0.773, 0.075, 0.049, 0.148, 0.024, 0.045, -0.001, 0.046, -0.219, 0.079, 0.032, 0.671, -0.209, 0.073, 0.119, 0.035, 0.047, 0.706, 0.135, 0.139, 0.023, -0.003, -0.073, -0.283

=====

Below is a cluster of 2 separate species, C6H17NO in total, with properties calculated with ωB97M-V/def2-TZVPD.

```
! wB97M-V def2-TZVPD RIJCOSX def2/J DEFGRID3
* xyz 0 1
H 2.037 -0.892 2.466
H -0.716 1.661 1.664
H -2.021 1.551 0.605
H -1.189 -0.913 -0.184
H 1.642 -3.244 0.812
H 0.502 -1.665 2.486
H -2.191 -1.924 -2.374
C 0.755 -0.646 0.679
N 2.081 -2.672 1.535
O -1.407 -1.498 -2.730
H -0.842 2.866 -2.327
H -0.424 3.236 -0.049
C -0.246 2.169 -0.292
H -1.346 -0.674 1.463
H 0.829 2.115 -0.128
C -0.975 1.202 0.683
H 0.332 1.494 -2.305
C -0.713 -0.299 0.614
C -0.525 2.014 -1.805
H -1.042 -0.912 -2.055
H 1.475 0.281 0.604
H 1.126 -1.009 -0.314
H 3.015 -2.375 1.228
C 1.352 -1.483 1.831
H -1.507 1.615 -2.108
*
```

Properties
Highest occupied orbital energy, Ha: -0.3384
SMILES: CCCCCCN.O
E, a.u.: -368.731336
ΔE to the lowest compared entry with this formula, charge and spin, kcal/mol: 43.6
Gap between HOMO and LUMO, eV: 10.0744

Charge distribution, Löwdin scheme, values in e: 0.113, 0.117, 0.110, 0.089, 0.073, 0.096, 0.036, -0.209, -0.021, -0.063, 0.035, 0.106, -0.265, 0.119, 0.077, -0.222, 0.090, -0.221, -0.111, -0.011, 0.127, 0.113, 0.075, -0.325, 0.073

=====

Below is a cluster of 2 separate species, C6H14O4 in total, with properties calculated with ωB97M-V/def2-TZVPD.

```
! wB97M-V def2-TZVPD RIJCOSX def2/J DEFGRID3
* xyz 0 1
H 3.346 -0.022 0.248
H -2.055 0.335 -0.543
H 0.698 1.969 -1.053
H -0.213 -2.941 0.063
H -1.498 2.555 1.058
O -2.222 -1.514 0.358
C 1.515 0.218 0.743
H 0.667 -2.979 -1.456
C 0.171 1.935 -0.110
H -0.793 -1.185 -1.760
H -0.437 3.894 0.546
H -1.185 0.031 1.025
H 1.447 -2.307 -0.048
O 0.742 1.286 0.896
C -0.868 2.932 0.242
O 1.741 -0.526 1.861
H -2.554 -1.906 -0.459
H 0.929 -0.984 2.119
O 2.521 0.229 -0.192
C -0.080 -1.023 -0.943
C 0.489 -2.380 -0.564
C -1.471 -0.369 0.057
H -1.512 3.125 -0.621
H 0.620 -0.375 -1.464
*
```

Properties
Highest occupied orbital energy (alpha / beta), Ha: -0.2412 / -0.2534
E, a.u.: -537.776545
ΔE to the lowest compared entry with this formula, charge and spin, kcal/mol: 145.9
Gap between HOMO and LUMO (alpha / beta), eV: 7.2974 / 7.5237

Charge distribution, Löwdin scheme, values in e: 0.121, 0.101, 0.115, 0.072, 0.079, -0.095, -0.539, 0.072, -0.233, 0.078, 0.073, 0.090, 0.057, 0.028, -0.087, 0.090, 0.090, 0.120, 0.082, -0.171, -0.119, -0.177, 0.077, 0.077

=====

Below is an isolated molecule of C5H11N, with properties calculated with ωB97M-V/def2-TZVPD.

```
! wB97M-V def2-TZVPD RIJCOSX def2/J DEFGRID3
* xyz 0 1
H 2.543 0.914 -1.075
H 3.389 1.675 0.538
H -1.173 -1.671 -0.762
C -2.442 -0.028 -0.288
C -1.385 -1.046 0.113
H -3.442 -0.119 0.153
N 1.665 1.225 -0.464
H 0.538 -1.112 0.973
H -2.502 0.227 -1.334
C 0.566 0.208 -0.819
H 2.623 0.006 1.047
H -0.173 0.486 1.188
H -2.257 0.936 0.211
C -0.070 -0.333 0.468
H 1.167 -0.567 -1.314
H -1.673 -1.718 0.926
C 2.624 0.918 0.441
*
```

Properties
Highest occupied orbital energy, Ha: -0.2422
E, a.u.: -251.617819
ΔE to the lowest compared entry with this formula, charge and spin, kcal/mol: 153.6
Gap between HOMO and LUMO, eV: 5.7746

Charge distribution, Löwdin scheme, values in e: 0.176, 0.074, 0.098, -0.135, -0.279, 0.062, -0.067, 0.086, 0.061, -0.178, 0.092, 0.100, 0.066, -0.318, 0.076, 0.098, -0.014